{
  "formula": "C21H22N2O7S",
  "method": "wB97M-V/def2-TZVPD",
  "species": ["C", "H", "O", "C", "C", "C", "C", "C", "C", "H", "H", "N", "C", "O", "C", "C", "H", "C", "N", "S", "O", "O", "C", "C", "C", "C", "C", "C", "H", "H", "O", "C", "C", "H", "O", "H", "H", "H", "H", "C", "H", "H", "C", "O", "H", "H", "H", "H", "H", "H", "H", "H", "H"],
  "positions_angstrom": [[-4.595791, -0.427058, 2.439668], [-5.594999, -0.080262, 2.697904], [-4.657707, -0.786440, 1.078125], [-3.511653, -1.191231, 0.470661], [-2.290317, -1.344404, 1.096729], [-1.161858, -1.724168, 0.360379], [-1.276976, -1.962463, -1.019714], [-2.521293, -1.829001, -1.641303], [-3.617457, -1.448224, -0.907473], [-4.584434, -1.333682, -1.371347], [-2.613651, -2.020291, -2.700152], [-0.158201, -2.324756, -1.720951], [1.112312, -2.454091, -1.206329], [2.026286, -2.814558, -1.929537], [1.228161, -2.149051, 0.217719], [0.133233, -1.845450, 0.949352], [0.240815, -1.666222, 2.009460], [2.604184, -2.152308, 0.826194], [3.320319, -0.907562, 0.597537], [2.766011, 0.397510, 1.477630], [2.154412, -0.125144, 2.664424], [3.865645, 1.307855, 1.662162], [1.509613, 1.251487, 0.515189], [0.206850, 1.185821, 0.964208], [-0.810513, 1.801872, 0.248609], [-0.493875, 2.508908, -0.919558], [0.827834, 2.575721, -1.347807], [1.835219, 1.953708, -0.633637], [2.862452, 2.051068, -0.946886], [1.044605, 3.138687, -2.241170], [-1.444265, 3.166973, -1.645920], [-2.659205, 3.353272, -0.950284], [-3.066241, 2.059227, -0.250852], [-4.007705, 2.175308, 0.287127], [-2.094928, 1.699471, 0.710734], [-3.165013, 1.257630, -0.995050], [-3.398207, 3.653020, -1.694158], [-2.541254, 4.149893, -0.203707], [-0.016099, 0.679254, 1.886473], [3.827480, -0.690092, -0.747082], [3.109694, -0.130957, -1.360037], [3.950147, -1.671727, -1.207224], [5.184819, 0.030390, -0.769421], [5.092058, 1.425909, -0.697023], [4.802054, 1.644906, 0.208662], [5.668829, -0.185022, -1.726463], [5.807215, -0.366764, 0.042204], [2.533372, -2.272406, 1.907091], [3.201201, -2.961870, 0.399587], [-0.253138, -2.534515, -2.708033], [-2.168610, -1.161578, 2.151397], [-3.872967, 0.377940, 2.603010], [-4.338469, -1.284530, 3.068863]],
  "forces_ev_per_a": [[-0.01, 0.06, 0.18], [0.09, -0.02, 0.04], [-0.12, 0.00, -0.24], [0.26, -0.15, -0.13], [-0.29, -0.02, -0.09], [-0.30, -0.12, -0.59], [-0.30, 0.19, 0.69], [0.03, 0.02, 0.08], [0.05, 0.01, 0.26], [-0.11, 0.01, -0.08], [-0.03, -0.02, -0.12], [0.12, -0.09, -0.39], [-0.37, 0.01, -0.17], [0.29, -0.10, -0.05], [-0.15, -0.10, 0.36], [0.37, -0.31, -0.27], [0.03, 0.04, 0.12], [-0.37, -0.36, 0.25], [-0.23, 0.73, 0.68], [0.09, 0.03, -0.13], [-0.28, -0.15, -0.08], [-0.03, 0.05, -0.22], [0.41, -0.35, 0.41], [-0.28, 0.15, -0.02], [0.12, 0.00, -0.12], [0.02, -0.01, 0.14], [-0.17, -0.08, 0.11], [0.06, 0.18, -0.16], [0.10, -0.01, -0.09], [0.04, 0.09, -0.10], [0.39, -0.16, -0.10], [-0.40, -0.18, 0.41], [-0.15, 0.30, -0.47], [0.04, 0.00, -0.09], [0.35, 0.10, 0.23], [-0.01, 0.07, 0.10], [0.02, -0.02, 0.11], [-0.02, -0.04, -0.10], [-0.14, -0.09, 0.13], [0.76, 0.44, -0.45], [0.09, -0.16, -0.08], [-0.11, 0.09, 0.13], [-0.15, -0.37, -0.19], [-0.03, 0.55, 0.15], [0.21, -0.01, -0.31], [-0.03, -0.09, 0.10], [0.00, -0.06, -0.09], [-0.03, -0.24, -0.16], [0.01, 0.14, 0.09], [0.14, 0.02, 0.17], [-0.02, 0.07, 0.16], [0.01, -0.02, 0.01], [0.02, 0.02, -0.01]],
  "largest_force_ev_per_a": 1.02,
  "total_energy_ha": -1847.81354,
  "molar_mass_g_mol": 446.5,
  "de_lowest_kcal_mol": 15.6,
  "homo_lumo_gap_ev": 8.158,
  "homo_ev": -8.215,
  "smiles": "COc1ccc2[nH]c(=O)c(CN(CCO)S(=O)(=O)c3ccc4c(c3)OCCO4)cc2c1"
}